*i*
{
  "formula": "C2H6N6",
  "method": "the ωB97M-V functional and the def2-TZVPD basis",
  "total_charge": 0,
  "homo_energy_ha": -0.3215,
  "smiles": "[H]/N=c1\\c(N)n[nH]n1N",
  "orbital_gap_ha": 0.3518,
  "spin_multiplicity": 1,
  "symbols": ["C", "C", "H", "H", "H", "H", "H", "H", "N", "N", "N", "N", "N", "N"],
  "positions_angstrom": [[1.00674, -0.42593, 0.07917], [-0.14747, 0.48393, -0.13594], [2.95988, -0.44520, 0.38383], [2.62088, 0.77654, -0.52037], [-0.92001, -2.38160, -0.77372], [-2.87144, 0.60274, -0.47347], [-1.99955, 0.94546, 0.88475], [0.74865, 1.96033, 0.28702], [2.31470, 0.23552, 0.26299], [0.73555, -1.63911, -0.04310], [-0.69817, -1.69391, 0.05176], [-1.18370, -0.30929, -0.13476], [-2.43212, 0.09939, 0.35791], [-0.13394, 1.79113, -0.22608]]
}



*ii*
{
  "formula": "C2H6N6",
  "method": "the ωB97M-V functional and the def2-TZVPD basis",
  "total_charge": 0,
  "homo_energy_ha": -0.3200,
  "smiles": "[H]/N=c1\\[nH][nH]/c(=N/[H])n1N",
  "orbital_gap_ha": 0.3502,
  "spin_multiplicity": 1,
  "symbols": ["N", "N", "C", "C", "N", "N", "N", "N", "H", "H", "H", "H", "H", "H"],
  "positions_angstrom": [[0.03805, 1.39749, 1.70410], [-0.31480, -1.13528, -2.12517], [0.33947, 0.50791, 0.81978], [0.19233, -0.68249, -1.00944], [-2.00039, 0.09661, 0.13173], [1.65122, 0.23957, 0.43227], [1.56583, -0.63005, -0.79378], [-0.57118, -0.04441, 0.00357], [0.76141, 1.91334, 2.14748], [-1.30921, -1.12990, -2.15024], [-2.60291, -0.76982, 0.24724], [-2.20003, 0.67550, 0.95023], [2.40020, 0.99964, 0.60837], [2.04999, -1.43812, -0.96614]]
}



Preferred: *ii*; penalty for the next structure: 0.596 eV.



*i*
{
  "formula": "C6H8N",
  "method": "the ωB97M-V functional and the def2-TZVPD basis",
  "total_charge": 1,
  "homo_energy_ha": -0.4901,
  "orbital_gap_ha": 0.3355,
  "spin_multiplicity": 1,
  "symbols": ["C", "C", "C", "C", "C", "C", "N", "H", "H", "H", "H", "H", "H", "H", "H"],
  "positions_angstrom": [[0.74855, 0.91453, 0.34385], [-0.10625, 0.17790, 1.41772], [-0.10351, -1.22304, 1.17084], [0.18882, -1.41158, -0.20514], [0.46481, 0.05533, -0.86645], [-1.31732, -0.80781, 0.12385], [-0.99852, 0.14761, -1.01761], [0.60211, 1.95759, 0.41614], [1.79376, 0.71393, 0.61480], [-0.52254, 0.64321, 2.28467], [-0.25492, -2.05341, 1.82906], [0.38286, -2.43267, -0.53826], [1.08955, 0.26154, -1.77686], [-1.07317, 1.14381, -0.76941], [-1.38932, -0.31383, -1.89652]]
}



*ii*
{
  "formula": "C6H8N",
  "method": "the ωB97M-V functional and the def2-TZVPD basis",
  "total_charge": 1,
  "homo_energy_ha": -0.5409,
  "smiles": "C#CC(C#C)[NH2+]C",
  "orbital_gap_ha": 0.4115,
  "spin_multiplicity": 1,
  "symbols": ["C", "C", "C", "C", "C", "C", "N", "H", "H", "H", "H", "H", "H", "H", "H"],
  "positions_angstrom": [[-3.12446, -1.03731, -0.10598], [-0.80798, 2.66608, -0.26156], [-2.13405, -0.39294, 0.12595], [-0.82996, 1.60623, 0.28938], [1.60372, -0.46435, 0.12398], [-0.82995, 0.17958, 0.49387], [0.24462, -0.50016, -0.33915], [-3.99147, -1.65776, -0.07625], [-1.02684, 3.53833, -0.82058], [1.53526, -0.73119, 1.17858], [2.12789, -1.22748, -0.45751], [2.10585, 0.58567, -0.00802], [-0.50504, -0.05006, 1.55315], [0.25880, -0.03083, -1.36561], [-0.24400, -1.45126, -0.24765]]
}



Preferred: *ii*; penalty for the next structure: 1.142 eV.



*i*
{
  "formula": "C6H8N",
  "method": "the ωB97M-V functional and the def2-TZVPD basis",
  "total_charge": 1,
  "homo_energy_ha": -0.5203,
  "orbital_gap_ha": 0.2907,
  "spin_multiplicity": 1,
  "symbols": ["C", "C", "C", "C", "C", "C", "N", "H", "H", "H", "H", "H", "H", "H", "H"],
  "positions_angstrom": [[-0.54841, 1.41988, 0.09561], [0.70601, 1.05610, 0.19156], [-1.80676, 1.26106, -0.03851], [1.81721, 0.57059, 0.06925], [-2.07828, -0.31784, -0.18391], [3.11977, -0.00580, -0.09533], [-1.09276, -1.24882, 0.31573], [-2.60970, 2.09094, 0.08107], [-3.03079, -0.37154, 0.44747], [-2.48943, -0.37436, -1.19761], [3.43709, -0.66952, 0.79384], [3.90640, 0.95034, -0.13803], [3.09496, -0.60867, -1.08895], [-0.90190, -1.98878, -0.34942], [-1.52341, -1.76357, 1.09723]]
}



*ii*
{
  "formula": "C6H8N",
  "method": "the ωB97M-V functional and the def2-TZVPD basis",
  "total_charge": 1,
  "homo_energy_ha": [-0.4277, -0.4903],
  "orbital_gap_ha": [0.2361, 0.3324],
  "spin_multiplicity": 1,
  "symbols": ["C", "C", "C", "C", "C", "C", "N", "H", "H", "H", "H", "H", "H", "H", "H"],
  "positions_angstrom": [[-3.95161, 0.43856, -0.01801], [-2.87465, -0.13022, -0.05912], [-0.58578, -1.27138, 0.19938], [-1.69504, -0.66225, 0.09010], [0.82874, -1.02456, -0.22924], [0.51746, 1.46452, -0.05660], [1.31092, 0.28951, 0.22967], [-4.89861, 0.98406, -0.21815], [-0.75925, -2.41030, 0.31717], [1.48138, -1.81288, 0.21897], [1.00970, -1.03277, -1.30574], [0.75440, 2.01411, -0.92640], [-0.01833, 1.74028, 0.84164], [1.50090, 0.25814, 1.23475], [2.29264, 0.44634, -0.17819]]
}



Preferred: *i*; penalty for the next structure: 1.665 eV.



*i*
{
  "formula": "C3H4FN",
  "method": "the ωB97M-V functional and the def2-TZVPD basis",
  "total_charge": 0,
  "homo_energy_ha": -0.4503,
  "smiles": "N#CCCF",
  "orbital_gap_ha": 0.4688,
  "spin_multiplicity": 1,
  "symbols": ["C", "C", "C", "N", "F", "H", "H", "H", "H"],
  "positions_angstrom": [[-1.78470, 0.09468, 0.17623], [-0.00927, 0.66745, -0.03076], [0.88619, -0.53880, -0.11721], [-2.85238, -0.28744, 0.24496], [2.07993, -0.24583, 0.50677], [-0.06590, 1.28531, -0.91394], [0.13487, 1.23261, 0.88198], [1.13507, -0.79917, -1.15124], [0.47619, -1.40882, 0.40320]]
}



*ii*
{
  "formula": "C3H4FN",
  "method": "the ωB97M-V functional and the def2-TZVPD basis",
  "total_charge": 0,
  "homo_energy_ha": -0.3563,
  "smiles": "N#CF.C=C",
  "orbital_gap_ha": 0.3731,
  "spin_multiplicity": 1,
  "symbols": ["C", "C", "C", "N", "F", "H", "H", "H", "H"],
  "positions_angstrom": [[-0.85628, -1.21959, 0.23818], [0.18647, -0.98538, -0.53812], [0.65616, 2.17629, 0.26615], [0.02376, 1.71154, -0.55579], [1.30520, 2.74311, 1.18970], [-0.72924, -1.58316, 1.24117], [-1.86640, -1.10654, -0.11382], [1.19893, -1.09116, -0.17439], [0.08139, -0.64510, -1.55309]]
}



Preferred: *i*; penalty for the next structure: 0.803 eV.



*i*
{
  "formula": "C3H4FN",
  "method": "the ωB97M-V functional and the def2-TZVPD basis",
  "total_charge": 0,
  "homo_energy_ha": -0.3862,
  "smiles": "C=CF.C#N",
  "orbital_gap_ha": 0.4206,
  "spin_multiplicity": 1,
  "symbols": ["C", "C", "C", "N", "F", "H", "H", "H", "H"],
  "positions_angstrom": [[-3.18340, -0.72321, 0.17444], [0.75885, -0.15254, -0.28742], [1.04998, -1.38555, 0.04860], [-3.70386, -0.27077, 1.09134], [1.26569, -2.32120, -0.90804], [0.66138, -0.10124, -1.36738], [0.53250, 0.65502, 0.38718], [-2.40377, -0.96052, -0.55435], [1.04538, -1.78226, 1.08560]]
}



*ii*
{
  "formula": "C3H4FN",
  "method": "the ωB97M-V functional and the def2-TZVPD basis",
  "total_charge": 0,
  "homo_energy_ha": [-0.3252, -0.3981],
  "orbital_gap_ha": [0.3134, 0.3680],
  "spin_multiplicity": 1,
  "symbols": ["C", "C", "C", "N", "F", "H", "H", "H", "H"],
  "positions_angstrom": [[1.47177, -0.38591, -0.02062], [-1.09227, 0.03825, 0.67446], [0.31685, 0.43480, 0.13206], [2.32467, -1.15147, -0.03111], [0.37304, 1.71375, -0.27322], [-1.64388, -0.55900, -0.12066], [-1.51915, 0.96838, 0.63769], [-0.98510, -0.68109, 1.48134], [0.75408, -0.37771, -2.47993]]
}



*iii*
{
  "formula": "C3H4FN",
  "method": "the ωB97M-V functional and the def2-TZVPD basis",
  "total_charge": 0,
  "homo_energy_ha": -0.3645,
  "smiles": "C=CF.C#N",
  "orbital_gap_ha": 0.3983,
  "spin_multiplicity": 1,
  "symbols": ["C", "C", "C", "N", "F", "H", "H", "H", "H"],
  "positions_angstrom": [[2.01367, -0.16927, -1.42132], [-1.02564, 0.55678, 0.20126], [-0.99863, -0.21466, 1.31237], [2.24534, 0.70522, -2.09867], [-1.63444, -1.34499, 1.13185], [-0.34682, 1.43352, -0.01451], [1.88373, -0.98760, -0.81056], [-1.67184, 0.16066, -0.53825], [-0.46538, -0.13967, 2.23784]]
}



Preferred: *i*; penalty for the next structure: 0.163 eV.



*i*
{
  "formula": "C5H6S",
  "method": "the ωB97M-V functional and the def2-TZVPD basis",
  "total_charge": 0,
  "homo_energy_ha": -0.3178,
  "smiles": "C=CC(=S)C=C",
  "orbital_gap_ha": 0.2760,
  "spin_multiplicity": 1,
  "symbols": ["C", "C", "C", "C", "C", "H", "H", "H", "H", "H", "H", "S"],
  "positions_angstrom": [[-2.39537, -0.37595, 0.50332], [-1.40385, 0.52845, 0.49763], [-0.07609, 0.15017, 0.06367], [0.93583, 1.24833, 0.24803], [2.22867, 1.19445, -0.06579], [-3.43669, -0.11164, 0.87082], [-2.17389, -1.33662, 0.05403], [-1.46837, 1.54786, 0.80968], [0.53020, 2.04234, 0.90398], [2.91962, 1.97267, 0.14625], [2.61755, 0.37924, -0.63091], [0.32978, -1.31041, -0.60219]]
}



*ii*
{
  "formula": "C5H6S",
  "method": "the ωB97M-V functional and the def2-TZVPD basis",
  "total_charge": 0,
  "homo_energy_ha": -0.3272,
  "smiles": "C#C[C@H]1S[C@@H]1C",
  "orbital_gap_ha": 0.3468,
  "spin_multiplicity": 1,
  "symbols": ["C", "C", "C", "C", "C", "H", "H", "H", "H", "H", "H", "S"],
  "positions_angstrom": [[-1.87850, -0.60343, 0.01586], [-0.64916, 0.26354, -0.42173], [0.50761, 0.36671, 0.55116], [1.82594, 0.27050, 0.24710], [2.93908, 0.15300, -0.23743], [-2.60522, -0.89728, -0.85717], [-1.39632, -1.56786, 0.28301], [-2.42284, -0.23910, 0.87736], [-0.22172, 0.11220, -1.43167], [0.37546, 0.17050, 1.58673], [3.94399, 0.00422, -0.59433], [-0.41832, 1.96701, -0.01889]]
}



*iii*
{
  "formula": "C5H6S",
  "method": "the ωB97M-V functional and the def2-TZVPD basis",
  "total_charge": 0,
  "homo_energy_ha": -0.3003,
  "smiles": "C1=C2CCS[C@@H]12",
  "orbital_gap_ha": 0.3336,
  "spin_multiplicity": 1,
  "symbols": ["C", "C", "C", "C", "C", "S", "H", "H", "H", "H", "H", "H"],
  "positions_angstrom": [[0.34954, 1.70530, 0.58033], [0.65721, 0.69193, -0.22132], [0.83337, -0.74252, -0.38609], [-0.44635, -1.28464, 0.31810], [-0.59959, 1.39673, -0.46726], [-1.92889, -0.26001, 0.01664], [0.57394, 2.30772, 1.42556], [0.82052, -1.01405, -1.44295], [1.72338, -1.14602, 0.09499], [-0.67482, -2.28792, -0.03369], [-0.28169, -1.30267, 1.39782], [-1.02661, 1.93616, -1.28213]]
}



Preferred: *i*; penalty for the next structure: 1.076 eV.